(1)
# C36H59AuGeNO2

C36H59AuGeNO2 as an isolated structure (ωB97M-V with the def2-TZVPD basis set, the OMol25 dataset).

Positions of all 100 atoms, in Å:
Au -1.9383 -0.2018 -0.4894
C 3.4472 -5.1897 -2.3798
C 3.3890 -3.7842 -3.0078
C 3.5851 -3.8895 -4.5294
C 4.5220 -2.9391 -2.4247
C 2.0286 -3.1829 -2.7163
C 1.8529 -2.0254 -2.0479
C 0.5288 -1.5357 -1.7952
N 0.1985 -0.3456 -1.4277
C 0.8435 0.8600 -1.4711
C 1.9240 1.1129 -2.3339
C 2.3175 2.4054 -2.5990
C 1.5531 3.4437 -2.0518
C 0.4654 3.2574 -1.2044
C 0.1938 1.9429 -0.8107
O -0.7065 1.6630 0.1689
C -0.4095 4.4397 -0.7641
C -0.1787 4.7654 0.7178
C -0.0879 5.6971 -1.5808
C -1.8947 4.1140 -1.0045
C 3.4416 2.7160 -3.5874
C 4.2847 3.9053 -3.1087
C 4.3773 1.5162 -3.7654
C 2.7855 3.0514 -4.9381
C -0.6525 -2.4383 -2.0144
O -1.7584 -2.1989 -1.5027
C -0.4321 -3.5816 -2.8918
C 0.8521 -3.8908 -3.1941
C -1.6107 -4.4339 -3.3653
C -1.1582 -5.4787 -4.3897
C -2.2025 -5.1788 -2.1533
C -2.6763 -3.5536 -4.0391
H 4.4390 -5.6147 -2.5372
H 2.7158 -5.8654 -2.8246
H 3.2584 -5.1414 -1.3058
H 4.5764 -4.2884 -4.7459
H 3.5026 -2.9066 -4.9972
H 2.8536 -4.5545 -4.9898
H 5.4724 -3.4385 -2.6110
H 4.4141 -2.8196 -1.3448
H 4.5629 -1.9520 -2.8905
H 2.6881 -1.4414 -1.6853
H 2.3695 0.2783 -2.8537
H 1.8114 4.4518 -2.3335
H 0.8675 5.0187 0.8971
H -0.4521 3.9243 1.3541
H -0.7906 5.6200 1.0125
H 0.9193 6.0668 -1.3837
H -0.7814 6.4899 -1.2999
H -0.2009 5.5195 -2.6520
H -2.2628 3.3581 -0.3145
H -2.0495 3.7575 -2.0256
H -2.4915 5.0162 -0.8652
H 4.6850 3.7149 -2.1111
H 3.7157 4.8341 -3.0834
H 5.1227 4.0611 -3.7889
H 4.7759 1.1884 -2.8026
H 5.2174 1.7991 -4.3997
H 3.8755 0.6737 -4.2451
H 2.1421 3.9284 -4.8489
H 2.1719 2.2162 -5.2816
H 3.5454 3.2583 -5.6943
H 1.0255 -4.7556 -3.8173
H -0.5278 -6.2417 -3.9284
H -0.6186 -5.0169 -5.2192
H -2.0365 -5.9757 -4.7997
H -1.4278 -5.7803 -1.6731
H -3.0020 -5.8446 -2.4820
H -2.6118 -4.4878 -1.4211
H -2.2462 -3.0216 -4.8907
H -3.1030 -2.8281 -3.3517
H -3.4874 -4.1827 -4.4074
C 2.2915 -0.7488 5.4177
C 1.9484 -0.1410 4.0630
C 1.1069 -1.0842 3.2040
C 0.7185 -0.4744 1.8545
Ge -0.1981 1.2749 1.9784
C -2.0391 1.2124 2.6765
C -2.2393 0.5954 4.0685
C -2.1632 1.6172 5.2007
C -0.7809 2.2394 5.3806
H 2.8975 -0.0722 6.0191
H 2.8442 -1.6809 5.2900
H 1.3805 -0.9786 5.9741
H 2.8620 0.1192 3.5209
H 1.3951 0.7944 4.2156
H 0.2105 -1.3705 3.7600
H 1.6690 -2.0058 3.0305
H 0.0376 -1.1344 1.3100
H 1.6094 -0.3314 1.2371
H 0.7077 2.4810 2.2372
H -2.5541 0.6044 1.9195
H -2.4724 2.2135 2.6315
H -1.5062 -0.1943 4.2550
H -3.2225 0.1217 4.0980
H -2.4493 1.1210 6.1302
H -2.8975 2.4065 5.0181
H -0.0408 1.4769 5.6357
H -0.7950 2.9674 6.1906
H -0.4542 2.7544 4.4729

Values from the calculation:
multiplicity = 1
total charge = +1
E_tot = -3824.75312 a.u.
ΔE to the lowest compared entry with this formula, charge and spin = 11.1 kJ/mol
LUMO level = -4.57 eV
F_max = 0.90 eV/Å

=====

(2)
# C36H59BaNO3P2

C36H59BaNO3P2 as an isolated structure at a distorted geometry (ωB97M-V with the def2-TZVPD basis set, the OMol25 dataset).

Positions of all 102 atoms, in Å:
Ba 1.2709 -1.3640 1.0932
C 2.0226 -1.3243 4.2664
C 0.8760 -2.0530 3.7760
C -0.2335 -1.1008 3.8142
C 0.2456 0.1089 4.2702
C 1.6372 -0.0257 4.5277
C 2.5813 1.0752 4.8899
C -0.5689 1.3639 4.3786
C -1.6783 -1.4800 3.6620
C 0.6181 -3.4961 4.1531
C 3.4154 -1.8629 4.4203
H 3.3439 0.7121 5.5764
H 2.0690 1.9103 5.3659
H 3.0935 1.4422 3.9945
H -1.1828 1.3503 5.2823
H -1.2441 1.4502 3.5228
H 0.0606 2.2514 4.4059
H -2.0995 -1.7984 4.6201
H -1.8053 -2.3003 2.9528
H -2.2689 -0.6339 3.3170
H 0.5082 -3.5725 5.2390
H 1.4351 -4.1515 3.8571
H -0.3036 -3.8721 3.7078
H 3.8051 -1.6460 5.4156
H 4.0913 -1.3977 3.6999
H 3.4492 -2.9403 4.2751
C -1.4137 1.7826 -5.3117
C -0.1823 2.5348 -4.7907
C 0.2819 1.9922 -3.4325
C -0.9249 1.5784 -2.5913
C -1.5928 0.3567 -3.2513
C -1.4228 0.3550 -4.7778
P -0.4238 1.1439 -0.8213
C 0.4663 2.6424 -0.1194
C -0.0309 4.0438 -0.5193
C 1.0959 5.0799 -0.4351
C 1.9686 4.8043 0.7834
C 2.7147 3.4725 0.6146
C 1.9763 2.5390 -0.3491
C -2.0451 1.2466 0.1295
C -2.7863 -0.0941 0.0689
C -4.1321 0.0385 0.7734
C -5.0634 0.9772 -0.0065
C -4.2711 1.9604 -0.8722
C -3.0042 2.4186 -0.1574
H -1.4149 1.7767 -6.4030
H -2.3281 2.2839 -4.9863
H -0.4237 3.5963 -4.7001
H 0.6363 2.4484 -5.5067
H 0.8654 2.7613 -2.9291
H 0.9330 1.1255 -3.5683
H -1.6391 2.4094 -2.5659
H -2.6595 0.3583 -3.0205
H -1.1682 -0.5661 -2.8397
H -2.2364 -0.2131 -5.2346
H -0.4901 -0.1360 -5.0596
H 0.3114 2.5027 0.9612
H -0.8289 4.3524 0.1589
H -0.4302 4.0511 -1.5347
H 0.6568 6.0765 -0.3664
H 1.7120 5.0509 -1.3350
H 1.3257 4.7624 1.6646
H 2.6778 5.6204 0.9329
H 2.8158 2.9823 1.5834
H 3.7201 3.6500 0.2276
H 2.3243 1.5162 -0.1880
H 2.2262 2.8097 -1.3740
H -1.6777 1.3502 1.1593
H -2.1746 -0.8584 0.5556
H -2.9483 -0.4151 -0.9596
H -3.9647 0.4307 1.7778
H -4.5946 -0.9425 0.8833
H -5.6909 1.5313 0.6937
H -5.7263 0.3948 -0.6487
H -4.8932 2.8262 -1.1090
H -4.0035 1.4893 -1.8183
H -3.2968 2.8811 0.7886
H -2.5199 3.1936 -0.7491
C -1.6525 -3.8609 -2.4224
P -0.5214 -3.3520 -1.0404
C -0.7910 -4.7979 0.0651
C 1.0768 -3.7384 -1.8409
C 1.5914 -2.7157 -2.6334
C 2.8133 -2.8490 -3.2596
C 3.5468 -4.0126 -3.0946
C 3.0441 -5.0342 -2.3078
C 1.8169 -4.9028 -1.6779
H -1.3928 -4.8582 -2.7794
H -1.5902 -3.1561 -3.2496
H -2.6763 -3.8678 -2.0499
H -0.9379 -5.7132 -0.5081
H -1.6808 -4.6197 0.6681
H 0.0631 -4.8944 0.7333
H 1.0141 -1.8054 -2.7502
H 3.2013 -2.0379 -3.8568
H 4.5179 -4.1100 -3.5574
H 3.6207 -5.9361 -2.1664
H 1.4583 -5.7068 -1.0524
O 3.2591 -0.3011 1.0413
N 3.5351 -1.1634 0.2193
O 4.0658 -0.8722 -0.8178
O 3.1759 -2.3154 0.4344

Values from the calculation:
multiplicity = 1
total charge = 0
E_tot = -2395.71602 a.u.
LUMO level = 0.32 eV
F_max = 7.71 eV/Å

=====

(3)
# C36H59BrCl3N5O6PbSSi4

C36H59BrCl3N5O6PbSSi4 as an isolated structure (ωB97M-V with the def2-TZVPD basis set, the OMol25 dataset).

Positions of all 116 atoms, in Å:
Pb -0.3202 0.0774 0.4004
C -0.2561 -4.1867 -2.8902
N 0.1652 -4.6915 -1.5889
C 0.5288 -6.0943 -1.5509
C -0.2442 -3.9985 -0.4663
O -0.9111 -2.9908 -0.5343
C 0.1665 -4.6126 0.8735
O -0.0551 -3.7644 1.9565
C 1.1037 -3.3481 2.6503
C 1.9343 -2.2969 1.9279
O 1.5907 -1.8664 0.8307
N 3.0950 -1.9227 2.5129
C 3.4600 -2.2768 3.8700
C 3.9269 -0.8863 1.8862
H 0.5412 -4.3560 -3.6162
H -0.4516 -3.1248 -2.8151
H -1.1704 -4.6827 -3.2415
H 1.1595 -6.3192 -2.4108
H -0.3512 -6.7503 -1.5980
H 1.0903 -6.3421 -0.6521
H 1.2100 -4.9374 0.8459
H -0.4606 -5.4985 1.0065
H 1.7450 -4.2131 2.8493
H 0.7506 -2.9371 3.5912
H 2.7285 -2.9423 4.3228
H 3.5183 -1.3745 4.4854
H 4.4391 -2.7646 3.8838
H 3.6899 -0.8108 0.8326
H 4.9795 -1.1528 2.0077
H 3.7587 0.0965 2.3337
C -3.2544 -1.3378 -1.0109
O -2.2414 -0.4291 -1.4480
Si -2.2996 0.2327 -3.0327
C -2.6652 -1.2999 -4.0898
C -3.9444 1.1575 -3.0047
C -0.8503 1.1276 -3.4649
Si -0.9045 2.8789 -3.8454
C -2.3659 3.8492 -3.1354
C 0.6217 3.8354 -3.2786
C -1.0770 3.2502 -5.7010
Si 0.6303 0.2488 -3.9972
C 1.5688 -0.7676 -2.7202
C 0.3246 -1.0244 -5.3825
C 1.9497 1.3917 -4.7212
H -3.4731 -2.0906 -1.7793
H -4.1783 -0.8132 -0.7547
H -2.9034 -1.8622 -0.1183
H -3.6944 -1.6597 -3.9603
H -1.9808 -2.1203 -3.8170
H -2.5100 -1.0737 -5.1527
H -4.7587 0.4546 -2.7901
H -4.1581 1.6462 -3.9664
H -3.9498 1.9338 -2.2247
H -2.4892 3.6589 -2.0588
H -3.3126 3.5903 -3.6311
H -2.1916 4.9264 -3.2713
H 1.2084 3.2438 -2.5603
H 0.3512 4.7787 -2.7827
H 1.2906 4.0732 -4.1186
H -1.9649 2.7333 -6.0991
H -0.2051 2.8861 -6.2672
H -1.1879 4.3286 -5.8966
H 0.9022 -1.4246 -2.1440
H 2.0910 -0.1158 -1.9988
H 2.3254 -1.3953 -3.2117
H -0.1839 -1.9179 -4.9892
H 1.2770 -1.3469 -5.8280
H -0.3110 -0.6086 -6.1799
H 2.5083 1.9086 -3.9251
H 1.5182 2.1648 -5.3758
H 2.6691 0.8098 -5.3155
Cl -4.1489 0.0527 1.9339
Si -2.0632 -0.1013 2.6451
Cl -2.0939 1.7114 3.7698
Cl -2.4474 -1.5671 4.1265
C -1.8967 6.6689 0.9239
C -1.5976 5.2045 0.7586
C -2.6136 4.2594 0.7018
C -2.2930 2.9267 0.5226
N -1.0315 2.5042 0.4181
C -0.0413 3.4073 0.4776
C -0.2873 4.7561 0.6365
H -2.9450 6.8311 1.1823
H -1.6858 7.2036 -0.0049
H -1.2725 7.1049 1.7069
H -3.6545 4.5530 0.7924
H -3.0700 2.1648 0.4723
H 0.9815 3.0342 0.4095
H 0.5517 5.4457 0.6678
C 7.3824 1.5393 -2.4732
C 6.5350 2.4997 -1.6757
C 6.2517 3.7691 -2.1704
C 5.4244 4.5430 -1.3768
N 4.9338 4.1544 -0.2058
C 5.2847 2.9071 0.2545
S 4.7373 2.3935 1.7991
N 6.0788 2.0696 -0.5053
H 8.3674 1.9687 -2.6804
H 6.9052 1.3130 -3.4320
H 7.5027 0.6165 -1.9064
H 6.6283 4.1166 -3.1241
H 5.1258 5.5356 -1.7098
Br 3.7173 4.8378 5.1714
C 2.9019 3.1283 5.3453
C 2.8735 2.5368 6.5984
C 2.2600 1.2985 6.7422
C 1.6700 0.6809 5.6465
C 1.7056 1.2870 4.3981
C 2.3336 2.5219 4.2346
C 0.9885 0.6249 3.2341
O 0.3384 -0.4286 3.4718
O 1.0214 1.1866 2.1037
H 3.3204 3.0407 7.4464
H 2.2284 0.8267 7.7183
H 1.1531 -0.2677 5.7445
H 2.3948 2.9642 3.2459

Values from the calculation:
multiplicity = 1
total charge = -2
E_tot = -7836.42635 a.u.
ΔE to the lowest compared entry with this formula, charge and spin = 43.1 kJ/mol
LUMO level = 3.69 eV
F_max = 0.59 eV/Å

=====

(4)
# C36H59N2O16

A 8-piece molecular cluster, C36H59N2O16 overall at a distorted geometry (ωB97M-V with the def2-TZVPD basis set, the OMol25 dataset).

Positions of all 113 atoms, in Å:
C -4.3128 2.8900 -0.0600
C -4.4926 1.2392 0.0205
C -3.1308 0.6685 0.7665
C -1.7494 0.9269 -0.0915
O -1.9195 0.8429 -1.5573
N -1.7061 2.0612 -2.1226
C -0.2922 2.1515 -2.6810
C 0.6795 3.0159 -1.6844
O 1.0852 2.3850 -0.5489
N 1.2066 4.4139 -1.9158
C 1.7226 5.0454 -0.6084
C 0.1437 5.3784 -2.3929
H -3.5163 3.1692 0.7527
H -3.9562 3.1587 -1.1431
H -5.3542 3.4051 0.0967
H -5.3908 0.9832 0.7373
H -4.6659 0.7681 -1.0396
H -3.2677 -0.4750 1.0468
H -3.0747 1.2527 1.8054
H -1.4131 2.0406 0.1613
H -0.8661 0.1892 0.2027
H -0.3048 2.6098 -3.7612
H 0.1531 1.0509 -2.7149
H 2.6798 4.4799 -0.1862
H 2.0806 6.1416 -0.8811
H 0.8809 5.1508 0.2088
H -0.2396 6.0610 -1.5073
H 0.6883 6.1233 -3.1496
H -0.7754 4.8871 -2.9242
O -0.1976 7.0669 0.7645
C -0.7750 6.7323 1.7856
O -0.1767 6.0962 2.8352
C -1.1673 5.7608 3.8058
C -2.3132 6.7036 3.5468
C -2.2382 6.9127 2.0554
H -1.4518 4.7126 3.6667
H -0.7554 5.8859 4.8114
H -3.2765 6.3137 3.8861
H -2.1335 7.6558 4.0605
H -2.7991 6.1495 1.5088
H -2.5706 7.9144 1.7736
O 0.0068 -2.4000 1.7738
C 0.4869 -2.8768 0.7588
O 0.6078 -4.2156 0.5197
C 1.3086 -4.4107 -0.7077
C 1.1322 -3.1265 -1.4749
C 1.0680 -2.0931 -0.3789
H 2.3596 -4.6183 -0.4806
H 0.8857 -5.2665 -1.2418
H 1.9295 -2.9457 -2.2007
H 0.1790 -3.1463 -2.0172
H 2.0626 -1.7371 -0.0964
H 0.4205 -1.2571 -0.6532
O -3.6899 4.4589 3.9966
C -3.5583 3.5882 4.8408
O -2.3544 3.1144 5.2770
C -2.5763 2.0318 6.1795
C -3.9803 2.2218 6.6911
C -4.6783 2.8535 5.5133
H -2.4571 1.0908 5.6323
H -1.8394 2.0680 6.9871
H -4.4453 1.2915 7.0279
H -3.9761 2.9228 7.5346
H -5.0768 2.1024 4.8256
H -5.4642 3.5410 5.8343
O 3.2739 -7.7466 4.6006
C 2.3025 -7.0411 4.3846
O 1.3277 -6.7714 5.3018
C 0.2959 -6.0085 4.6780
C 0.9456 -5.3643 3.4814
C 1.9780 -6.3858 3.0763
H -0.5171 -6.6856 4.3954
H -0.0902 -5.2655 5.3819
H 0.2364 -5.1198 2.6861
H 1.4462 -4.4370 3.7853
H 1.5644 -7.1342 2.3946
H 2.8618 -5.9126 2.6424
O 7.2243 8.2266 1.1170
C 6.1645 7.6358 1.2431
O 6.0370 6.3923 1.7923
C 4.6796 5.9675 1.6795
C 3.8782 7.2334 1.5246
C 4.8296 8.1378 0.7827
H 4.5906 5.3099 0.8084
H 4.3921 5.4097 2.5755
H 2.9271 7.0804 1.0077
H 3.6620 7.6589 2.5121
H 4.7531 8.0082 -0.3004
H 4.6854 9.1849 1.0589
O 1.4132 -4.1279 -4.9409
C 0.3534 -4.7188 -4.8148
O 0.2259 -5.9623 -4.2656
C -1.1316 -6.3871 -4.3784
C -1.9329 -5.1211 -4.5333
C -0.9816 -4.2167 -5.2752
H -1.2206 -7.0447 -5.2495
H -1.4190 -6.9449 -3.4824
H -2.8840 -5.2742 -5.0502
H -2.1491 -4.6957 -3.5458
H -1.0580 -4.3464 -6.3584
H -1.1257 -3.1697 -4.9990
O -0.0254 -9.1525 -5.8026
C 1.1231 -9.0307 -6.1957
O 1.8363 -10.0209 -6.8080
C 3.1704 -9.5673 -7.0318
C 3.0867 -8.0634 -7.0183
C 1.9693 -7.8036 -6.0399
H 3.8101 -9.9553 -6.2321
H 3.5329 -9.9472 -7.9914
H 4.0293 -7.5823 -6.7439
H 2.7973 -7.6990 -8.0115
H 2.3342 -7.7494 -5.0104
H 1.4092 -6.9027 -6.3006

Values from the calculation:
multiplicity = 1
total charge = -1
E_tot = -2720.33223 a.u.
LUMO level = 1.83 eV
F_max = 7.06 eV/Å

=====

One value per record, in order, for gap between HOMO and LUMO: 6.343 6.596 5.668 4.052 eV.
One value per record, in order, for HOMO energy: -10.9 -6.3 -2.0 -2.2 eV.